Entry 1:
19
Properties=species:S:1:pos:R:3:forces:R:3 method="wB97M-V/def2-TZVPD" molar_mass_da=89.2 multiplicity=1 lumo_ha=-0.14006 charge=+1 relative_energy_kcal_mol=37.9 energy_ha=-269.44033
C -2.0903 1.4770 -0.0185 2.09 0.38 -0.42
C 3.3137 0.2271 -0.2858 -2.30 -3.03 1.37
C -0.9391 0.5700 0.6221 1.54 3.64 -3.00
C -0.7992 -0.8113 0.2156 -1.60 -1.18 -1.17
N -0.3440 -1.7876 0.9895 0.61 2.44 0.71
N -1.2569 -1.0880 -1.0011 0.01 0.22 -0.31
H -1.6502 2.2086 -0.7655 -0.60 -0.92 0.93
H -2.5946 2.0514 0.7727 0.01 -0.50 -0.46
H -2.7025 0.7951 -0.5423 -1.51 -0.07 -0.40
H 4.0076 -0.1682 0.5526 -1.10 0.87 -1.81
H 3.3150 1.2305 -0.5045 0.53 2.67 0.35
H 3.4247 -0.1804 -1.2976 0.37 -0.72 0.56
H 0.0618 1.1126 0.2139 -1.87 -1.52 1.22
H -1.0562 0.8004 1.6052 0.45 -0.24 3.14
H 0.0325 -1.4258 1.8742 0.02 -0.88 -0.47
H -0.0676 -2.6805 0.6376 0.01 -0.50 -0.04
H -0.8913 -1.8089 -1.5650 0.34 -1.34 -0.20
H -1.9318 -0.5399 -1.5210 0.51 0.49 0.49
H 2.1685 0.0177 0.0180 2.48 0.20 -0.47

---

Entry 2:
68
Properties=species:S:1:pos:R:3:forces:R:3 method="wB97M-V/def2-TZVPD" molar_mass_da=605.5 multiplicity=2 lumo_ha="-0.13985 / -0.12506" charge=+1 s_squared=0.759 relative_energy_kcal_mol=40.6 energy_ha=-5093.53372
V 0.2304 -0.7383 0.2895 0.03 -0.27 -0.24
C -3.3384 4.8179 0.0891 0.26 0.31 0.06
O -4.2557 3.7691 -0.1482 -0.24 -0.25 -0.01
C -3.8302 2.5061 -0.1254 0.00 -0.54 -0.02
C -4.8154 1.5204 -0.3193 0.02 0.18 0.01
C -4.4839 0.1920 -0.3147 0.23 0.11 0.01
C -3.1606 -0.2409 -0.1183 0.81 0.54 0.09
C -2.8024 -1.6528 -0.0548 -0.78 -0.06 0.00
C -3.8970 -2.6747 -0.2196 0.28 -0.14 0.02
O -1.6598 -2.0556 0.1671 0.78 0.21 0.14
C -2.1603 0.7567 0.0658 -3.25 0.63 -0.45
O -0.9193 0.4021 0.2411 -2.61 3.79 0.34
C -2.5096 2.1109 0.0699 0.50 -0.15 0.05
H -3.9229 5.7351 0.0658 0.07 -0.08 -0.02
H -2.5705 4.8540 -0.6881 -0.04 -0.01 0.02
H -2.8684 4.7171 1.0704 -0.02 -0.02 -0.02
H -5.8324 1.8499 -0.4607 -0.11 -0.02 -0.05
H -5.2621 -0.5367 -0.4710 -0.09 -0.07 0.01
H -4.3625 -2.5746 -1.1968 -0.09 0.02 -0.09
H -4.6633 -2.5406 0.5409 -0.08 0.05 0.03
H -3.4752 -3.6735 -0.1282 0.03 0.06 -0.02
H -1.7182 2.8282 0.2292 0.01 0.07 -0.01
C -1.0437 -7.3174 4.3749 0.00 -0.05 -0.04
C -0.4743 -6.1056 3.7156 0.07 0.15 -0.01
C 0.9013 -5.9557 3.5568 -0.08 0.07 -0.10
C 1.4204 -4.8173 2.9699 0.29 -0.05 -0.03
C 0.5573 -3.8256 2.5337 0.30 0.60 -0.24
C -0.8127 -3.9505 2.6734 -0.29 0.10 -0.10
C -1.3199 -5.0963 3.2586 0.09 0.13 -0.06
S 1.2970 -2.3564 1.8675 1.91 -2.00 0.80
O 0.5231 -1.1599 2.2493 -0.66 0.24 -0.07
O 2.6741 -2.3128 2.2630 -0.65 -0.48 0.17
N 1.1410 -2.2263 0.2770 1.19 -3.31 1.52
C 1.4868 -2.9469 -0.8883 0.27 -0.61 -1.30
C 0.9319 -2.0229 -2.0291 1.11 -1.91 -0.90
O 1.0609 -2.3083 -3.1923 -0.05 0.05 0.33
O 0.3774 -0.9609 -1.5658 -0.56 1.01 0.10
H -0.3735 -7.7030 5.1378 0.02 -0.03 0.08
H -1.1937 -8.1047 3.6385 -0.06 -0.11 -0.05
H -2.0039 -7.0824 4.8237 -0.09 -0.10 0.09
H 1.5663 -6.7347 3.9000 0.07 -0.02 0.05
H 2.4838 -4.6689 2.8617 0.10 -0.09 0.05
H -1.4639 -3.1583 2.3357 -0.08 0.00 0.00
H -2.3879 -5.2080 3.3778 -0.08 0.03 0.03
H 1.0084 -3.9340 -0.9689 0.10 0.26 0.12
H 2.5739 -3.0726 -1.0124 -0.29 0.03 0.07
C 4.8163 -0.7131 0.9735 -0.19 -0.09 -0.03
C 3.9598 0.5412 1.1060 -0.24 -0.16 -0.05
As 2.2015 0.5939 0.1672 2.25 2.62 -0.41
C 1.6078 2.4190 0.6987 -0.14 -0.07 0.00
C 2.7079 3.4760 0.8446 -0.02 -0.42 -0.13
C 2.7105 0.9816 -1.7146 -0.19 -0.17 0.01
C 3.7994 0.0657 -2.2727 -0.15 0.14 0.20
H 5.7998 -0.5128 1.3957 0.07 0.02 -0.03
H 4.9441 -1.0127 -0.0644 0.09 -0.02 0.01
H 4.3715 -1.5362 1.5241 0.23 0.09 -0.15
H 4.4975 1.4045 0.6881 -0.32 -0.12 0.16
H 3.7397 0.7260 2.1641 0.02 0.12 -0.21
H 1.0483 2.3123 1.6368 0.01 0.03 -0.22
H 0.9040 2.7105 -0.0953 0.08 -0.11 0.25
H 3.3390 3.2716 1.7095 0.00 0.06 -0.04
H 2.2739 4.4682 0.9687 -0.04 -0.04 0.01
H 3.3408 3.4981 -0.0454 0.02 0.10 0.07
H 3.0346 2.0277 -1.7789 -0.16 -0.17 0.19
H 1.7871 0.8635 -2.2951 0.19 0.12 0.18
H 4.7565 0.2759 -1.7924 -0.03 -0.14 -0.09
H 3.9106 0.2321 -3.3430 0.00 -0.01 -0.01
H 3.5375 -0.9833 -2.1274 0.14 -0.04 -0.06

---

Entry 3:
11
Properties=species:S:1:pos:R:3:forces:R:3 method="wB97M-V/def2-TZVPD" molar_mass_da=160.6 multiplicity=1 smiles="FC(F)(Cl)COC=S" lumo_ha=-0.00366 charge=0 relative_energy_kcal_mol=13.9 energy_ha=-1249.41582
C -0.8681 -0.4903 -0.6243 0.00 -1.20 -1.60
C 0.3741 -0.8828 0.2114 1.36 2.18 -1.12
C 0.8007 1.3956 0.7719 -1.01 -1.97 -0.78
H 1.2736 -0.8971 -0.5198 -1.39 -0.06 1.25
H 0.3026 -1.7826 0.7751 -0.49 -0.98 -0.27
H 0.9129 1.4110 -0.3264 0.78 -0.19 0.79
O 0.5448 0.0889 1.2635 0.55 1.82 -1.15
F -0.7705 0.7709 -1.1970 -0.32 -1.99 0.40
F -1.9975 -0.5510 0.0357 -0.40 0.63 0.91
S 0.5571 2.7367 1.5594 0.22 0.55 0.93
Cl -1.1298 -1.7993 -1.9495 0.71 1.20 0.65